(1)
{"formula": "C33H32BN4O8Re", "method": "ωB97M-V/def2-TZVPD", "symbols": ["Re", "O", "N", "N", "O", "C", "C", "C", "C", "C", "C", "H", "H", "H", "H", "H", "O", "C", "C", "O", "O", "C", "C", "C", "C", "C", "C", "C", "C", "C", "C", "C", "C", "H", "H", "H", "H", "H", "H", "H", "H", "H", "H", "H", "N", "C", "C", "C", "N", "H", "H", "H", "H", "C", "C", "C", "C", "C", "C", "C", "C", "O", "B", "O", "C", "C", "H", "H", "H", "H", "H", "H", "H", "H", "H", "H", "H", "H", "O"], "positions_angstrom": [[0.8873, -0.0258, 0.0996], [1.3993, 1.9183, -0.2162], [1.9165, 2.6663, 0.7818], [2.0254, 1.9335, 1.9020], [1.4879, 0.6842, 1.9402], [2.6135, 2.4330, 3.0260], [3.2345, 3.6998, 3.0076], [3.8403, 4.1809, 4.1518], [3.8529, 3.4451, 5.3340], [3.2288, 2.2018, 5.3492], [2.6131, 1.6912, 4.2215], [3.2255, 4.2760, 2.0947], [4.3139, 5.1555, 4.1202], [4.3302, 3.8356, 6.2234], [3.2132, 1.6177, 6.2625], [2.1070, 0.7385, 4.2449], [1.3501, -1.9280, 1.3940], [0.2000, -2.6554, 1.8716], [-1.0529, -1.7753, 1.5799], [-2.1432, -2.2472, 1.8195], [-0.8173, -0.5951, 1.1103], [0.3040, -2.8139, 3.3770], [-0.5500, -3.6847, 4.0476], [-0.4888, -3.7965, 5.4274], [0.4203, -3.0348, 6.1510], [1.2605, -2.1555, 5.4856], [1.2020, -2.0417, 4.1027], [0.1420, -3.9622, 1.0988], [-0.5087, -4.0174, -0.1315], [-0.4606, -5.1744, -0.8922], [0.2408, -6.2843, -0.4389], [0.9033, -6.2301, 0.7776], [0.8551, -5.0714, 1.5415], [1.9211, -2.5286, 0.8986], [-1.2731, -4.2589, 3.4833], [-1.1586, -4.4755, 5.9403], [0.4651, -3.1210, 7.2297], [1.9614, -1.5452, 6.0420], [1.8379, -1.3422, 3.5775], [-1.0333, -3.1484, -0.5072], [-0.9685, -5.2046, -1.8476], [0.2740, -7.1873, -1.0361], [1.4569, -7.0888, 1.1367], [1.3646, -5.0321, 2.4968], [3.3523, -0.4777, -1.6555], [4.6788, -0.5011, -1.8459], [5.2641, -0.0801, -0.6675], [4.1885, 0.1764, 0.1976], [3.0494, -0.0773, -0.4271], [2.5577, -0.8775, -2.1620], [5.1048, -0.8171, -2.7823], [6.3142, 0.0323, -0.4636], [4.1681, 0.5463, 1.2104], [-5.5378, 3.8761, -4.7192], [-4.1529, 3.4406, -5.2176], [-4.2999, 2.7602, -6.5857], [-3.3002, 4.6961, -5.4040], [-3.5309, 2.4615, -4.2183], [-4.1883, 1.2588, -3.9438], [-3.6918, 0.3169, -3.0453], [-2.5011, 0.6134, -2.4207], [-1.7935, -0.1118, -1.5144], [-0.6537, 0.6534, -1.2005], [-0.6992, 1.8530, -1.9333], [-1.8390, 1.8007, -2.6799], [-2.3250, 2.7372, -3.5666], [-5.9930, 4.5778, -5.4237], [-5.4583, 4.3658, -3.7471], [-6.2087, 3.0235, -4.6097], [-4.7431, 3.4507, -7.3086], [-4.9374, 1.8777, -6.5267], [-3.3254, 2.4444, -6.9629], [-3.7825, 5.3602, -6.1246], [-2.3067, 4.4528, -5.7847], [-3.1845, 5.2452, -4.4681], [-5.1249, 1.0408, -4.4428], [-4.2168, -0.6065, -2.8410], [-1.7701, 3.6495, -3.7307], [0.8935, -1.2136, -1.2632]], "atomic_forces_ev_per_a": [[-0.2, 0.6, 0.5], [-0.3, 0.0, 0.1], [0.1, 0.0, 0.1], [0.0, 0.0, -0.2], [-0.1, 0.0, 0.2], [0.1, 0.0, 0.1], [0.0, 0.0, 0.0], [0.0, 0.0, 0.0], [0.0, 0.0, 0.0], [0.0, 0.0, 0.0], [0.0, 0.0, 0.0], [0.0, 0.0, 0.0], [0.0, 0.0, 0.0], [0.0, 0.0, 0.0], [0.0, 0.0, 0.0], [0.0, 0.0, 0.0], [0.2, -0.3, 0.2], [0.0, 0.1, -0.1], [0.2, -0.1, -0.2], [0.0, 0.1, 0.1], [0.0, 0.1, -0.1], [0.0, 0.0, 0.0], [0.0, 0.0, 0.0], [0.0, 0.0, 0.0], [0.0, 0.0, 0.0], [0.0, 0.0, 0.0], [0.0, 0.0, 0.0], [-0.1, 0.0, 0.0], [0.0, 0.0, 0.0], [0.0, 0.0, 0.0], [0.0, 0.0, 0.0], [0.0, 0.0, 0.0], [0.0, 0.0, 0.0], [-0.1, 0.0, -0.1], [0.0, 0.0, 0.0], [0.0, 0.0, 0.0], [0.0, 0.0, 0.0], [0.0, 0.0, 0.0], [0.0, 0.0, 0.0], [0.0, 0.0, 0.0], [0.0, 0.0, 0.0], [0.0, 0.0, 0.0], [0.0, 0.0, 0.0], [0.0, 0.0, 0.0], [0.2, -0.2, -0.1], [0.0, 0.0, 0.1], [0.0, 0.0, 0.0], [0.0, 0.2, -0.1], [0.1, -0.1, 0.1], [-0.1, 0.0, 0.0], [0.0, 0.0, 0.0], [0.0, 0.0, 0.0], [0.0, 0.0, 0.0], [0.0, 0.0, 0.0], [0.0, 0.0, 0.0], [0.0, 0.0, 0.0], [0.0, 0.0, 0.0], [0.0, 0.0, 0.0], [0.0, 0.0, 0.0], [0.0, 0.0, 0.0], [0.0, 0.0, 0.0], [0.0, 0.0, 0.0], [-0.1, 0.1, -0.2], [0.0, 0.0, -0.1], [0.0, 0.0, 0.0], [0.0, 0.0, 0.0], [0.0, 0.0, 0.0], [0.0, 0.0, 0.0], [0.0, 0.0, 0.0], [0.0, 0.0, 0.0], [0.0, 0.0, 0.0], [0.0, 0.0, 0.0], [0.0, 0.0, 0.0], [0.0, 0.0, 0.0], [0.0, 0.0, 0.0], [0.0, 0.0, 0.0], [0.0, 0.0, 0.0], [0.0, 0.0, 0.0], [0.0, -0.4, -0.4]], "charge": -1, "s_squared": 3.78, "e_lumo_ev": [2.47, 2.47], "mol_weight_g_mol": 809.7, "spin_multiplicity": 4, "orbital_gap_ha": [0.192, 0.266]}

---

(2)
{"formula": "C33H32Br2N6O2SiSn", "method": "ωB97M-V/def2-TZVPD", "symbols": ["Sn", "O", "C", "O", "C", "C", "C", "N", "C", "C", "C", "C", "C", "C", "C", "N", "C", "C", "C", "C", "C", "N", "H", "H", "H", "H", "H", "H", "H", "H", "H", "H", "Br", "C", "Br", "H", "H", "C", "Si", "C", "C", "N", "C", "C", "C", "C", "C", "C", "H", "H", "H", "H", "H", "H", "H", "H", "H", "H", "H", "H", "H", "H", "N", "C", "N", "C", "C", "C", "C", "C", "C", "H", "H", "H", "H", "H", "H"], "positions_angstrom": [[-0.1642, -0.8848, 0.0941], [7.7047, -0.2167, 0.1593], [7.5602, -0.3906, -0.9755], [7.3935, -0.5921, -2.1026], [4.9368, -1.8849, -0.3810], [4.1463, -2.0863, -1.4724], [2.7890, -1.8618, -1.2537], [2.3168, -1.4521, -0.0709], [3.1341, -1.3118, 0.9787], [4.5088, -1.5275, 0.8612], [2.4926, -0.9923, 2.2824], [3.2333, -0.7918, 3.4395], [2.5750, -0.6087, 4.6449], [1.1916, -0.6479, 4.6617], [0.5292, -0.8290, 3.4615], [1.1523, -0.9801, 2.2920], [1.7913, -2.1592, -2.3102], [2.1218, -2.1676, -3.6569], [1.1564, -2.5361, -4.5807], [-0.1039, -2.8910, -4.1327], [-0.3580, -2.8206, -2.7742], [0.5580, -2.4582, -1.8766], [4.5235, -2.4281, -2.4254], [5.1873, -1.4210, 1.6927], [4.3113, -0.7790, 3.4210], [3.1394, -0.4546, 5.5545], [0.6333, -0.5435, 5.5808], [-0.5511, -0.8590, 3.4350], [3.1112, -1.8814, -3.9852], [1.3908, -2.5480, -5.6366], [-0.8778, -3.2075, -4.8171], [-1.3328, -3.0769, -2.3788], [3.6685, 2.1404, 0.7150], [3.9675, 2.5524, -1.1401], [2.8768, 1.4620, -2.2994], [5.0054, 2.3522, -1.3716], [3.7054, 3.5880, -1.3089], [-4.0637, -0.3151, 0.2616], [-3.2711, -0.4321, 1.9445], [-4.4628, 0.0772, 3.2776], [-2.7559, -2.2160, 2.2565], [-1.7377, 0.4483, 1.7137], [-1.3149, 1.5905, 2.2489], [-1.9597, 2.2512, 3.3446], [-1.4702, 3.4305, 3.8487], [-0.3259, 4.0146, 3.3011], [0.3404, 3.3928, 2.2385], [-0.1338, 2.2135, 1.7292], [-5.0578, -0.7661, 0.2760], [-3.4642, -0.8573, -0.4740], [-4.1595, 0.7158, -0.0830], [-5.2952, -0.6306, 3.2385], [-4.8761, 1.0754, 3.1252], [-4.0429, 0.0210, 4.2835], [-3.5199, -2.8847, 1.8545], [-2.6620, -2.4332, 3.3225], [-1.8052, -2.4959, 1.7907], [-2.8383, 1.8045, 3.7812], [-1.9762, 3.9132, 4.6739], [0.0496, 4.9468, 3.7003], [1.2321, 3.8435, 1.8250], [0.3863, 1.7382, 0.9012], [-1.3928, 2.4460, -2.9515], [-0.6578, 1.7162, -2.0928], [-1.0922, 0.4828, -1.9604], [-2.2153, 0.4021, -2.7915], [-3.0886, -0.6535, -3.0593], [-4.1206, -0.4288, -3.9448], [-4.3002, 0.8184, -4.5663], [-3.4475, 1.8714, -4.3169], [-2.4064, 1.6311, -3.4262], [-1.2261, 3.4044, -3.2098], [0.2100, 2.1206, -1.5975], [-2.9817, -1.6170, -2.5806], [-4.8095, -1.2317, -4.1687], [-5.1285, 0.9527, -5.2478], [-3.5827, 2.8344, -4.7902]], "atomic_forces_ev_per_a": [[0.0, -0.6, 0.0], [0.0, 0.1, 0.2], [0.1, -0.2, 0.0], [-0.1, 0.1, -0.2], [0.0, 0.0, 0.0], [0.0, 0.0, 0.0], [0.0, 0.0, 0.0], [-0.2, 0.0, 0.0], [0.0, 0.0, -0.1], [-0.1, 0.1, 0.0], [0.1, 0.0, 0.0], [0.0, 0.0, 0.0], [-0.1, 0.0, 0.0], [0.1, 0.0, 0.0], [-0.1, 0.0, 0.1], [0.0, 0.0, 0.1], [-0.1, 0.1, -0.1], [0.0, 0.0, 0.0], [0.0, 0.0, 0.0], [0.0, 0.0, 0.0], [0.0, 0.0, 0.1], [0.0, 0.1, -0.2], [0.0, 0.0, 0.0], [0.0, 0.0, 0.0], [0.0, 0.0, 0.0], [0.0, 0.0, 0.0], [0.0, 0.0, 0.0], [0.0, 0.0, 0.0], [0.0, 0.0, 0.0], [0.0, 0.0, 0.0], [0.0, 0.0, 0.0], [0.0, 0.0, 0.0], [0.0, 0.1, 0.1], [0.0, -0.1, 0.0], [0.1, 0.0, -0.1], [0.0, 0.0, 0.0], [0.0, 0.0, 0.0], [0.1, 0.0, 0.1], [-0.1, -0.3, -0.2], [0.1, 0.1, 0.0], [0.0, 0.1, 0.0], [0.0, 0.4, 0.2], [-0.1, -0.1, -0.1], [0.0, 0.0, 0.0], [0.0, 0.0, 0.0], [0.0, 0.0, 0.0], [0.0, 0.0, 0.0], [0.0, 0.0, 0.0], [0.0, 0.0, 0.0], [-0.1, 0.0, 0.0], [0.0, 0.0, 0.0], [0.0, 0.0, 0.0], [0.0, 0.0, 0.0], [0.0, 0.0, 0.0], [0.0, 0.0, 0.0], [0.0, 0.0, 0.0], [0.0, -0.1, 0.0], [0.0, 0.0, 0.0], [0.0, 0.0, 0.0], [0.0, 0.0, 0.0], [0.0, 0.0, 0.0], [0.0, 0.0, 0.0], [0.0, 0.0, 0.0], [-0.1, 0.0, -0.1], [0.2, 0.2, 0.2], [0.0, -0.1, -0.1], [0.0, 0.0, 0.0], [0.0, 0.0, 0.0], [0.0, 0.0, 0.0], [0.0, 0.0, 0.0], [0.0, 0.0, 0.1], [0.0, 0.0, 0.0], [0.0, 0.0, 0.0], [0.0, 0.0, 0.0], [0.0, 0.0, 0.0], [0.0, 0.0, 0.0], [0.0, 0.0, 0.0]], "charge": 2, "e_lumo_ev": [-6.90, -6.39], "mol_weight_g_mol": 851.3, "orbital_gap_ha": [0.247, 0.258]}

---

(3)
{"formula": "C33H32F6N5O", "method": "ωB97M-V/def2-TZVPD", "symbols": ["O", "C", "N", "C", "C", "C", "C", "C", "N", "N", "C", "C", "C", "C", "F", "F", "F", "C", "C", "C", "F", "F", "F", "C", "H", "H", "H", "H", "H", "H", "H", "H", "H", "H", "H", "H", "H", "H", "H", "C", "N", "C", "C", "C", "C", "C", "N", "C", "C", "C", "C", "C", "C", "C", "C", "C", "C", "C", "C", "C", "H", "H", "H", "H", "H", "H", "H", "H", "H", "H", "H", "H", "H", "H", "H", "H", "H"], "positions_angstrom": [[-1.2063, 2.5153, 2.3647], [-0.3325, 3.1583, 2.9459], [0.4227, 2.5765, 3.9330], [0.3585, 1.1204, 4.1415], [1.1058, 0.3824, 3.0083], [2.6433, 0.5032, 3.1927], [3.2050, -0.9096, 3.0411], [1.9940, -1.8705, 3.0356], [0.8310, -1.0201, 2.8101], [-0.0121, 4.5021, 2.6528], [-0.7061, 5.3206, 1.7569], [-0.0811, 6.4880, 1.2637], [-0.7428, 7.3166, 0.3605], [-0.0092, 8.5135, -0.2185], [-0.8405, 9.5832, -0.4286], [1.0086, 8.9503, 0.5926], [0.5602, 8.2110, -1.4376], [-2.0508, 7.0470, -0.0405], [-2.6825, 5.9092, 0.4619], [-4.1198, 5.6582, 0.0474], [-4.6836, 4.5752, 0.6620], [-4.9146, 6.7447, 0.3409], [-4.2366, 5.4527, -1.3100], [-2.0274, 5.0551, 1.3478], [1.0614, 3.1498, 4.4699], [0.8495, 0.9160, 5.1062], [-0.7004, 0.8221, 4.1744], [0.7755, 0.8463, 2.0560], [3.0093, 1.1840, 2.4215], [2.8906, 0.9278, 4.1729], [3.6640, -1.0021, 2.0593], [3.9574, -1.1386, 3.8005], [2.0542, -2.5676, 2.1862], [1.9490, -2.4719, 3.9677], [-0.0567, -1.3534, 3.1911], [0.8566, 4.8544, 3.0436], [0.9246, 6.7508, 1.5837], [-2.5807, 7.7128, -0.7120], [-2.5245, 4.1751, 1.7364], [-1.6271, 1.5262, -2.9061], [-1.2445, 0.1508, -2.6597], [-0.7467, -0.3119, -1.4711], [-0.4403, -1.6841, -1.5965], [0.1387, -2.4865, -0.5859], [0.2320, -3.8988, -0.6520], [-0.6869, -4.8284, -1.1983], [-0.1557, -6.0850, -1.1481], [-0.7902, -7.2737, -1.6852], [1.1138, -6.0425, -0.5666], [1.3832, -4.6893, -0.2362], [2.6541, -4.3261, 0.1889], [3.6332, -5.3307, 0.2890], [3.3481, -6.6706, -0.0160], [2.0653, -7.0494, -0.4476], [-0.7866, -2.0480, -2.9745], [-1.3070, -0.8829, -3.5977], [-1.7170, -0.8522, -4.9340], [-1.5774, -2.0355, -5.6839], [-1.0231, -3.1783, -5.1012], [-0.6091, -3.1805, -3.7577], [-1.9911, 1.6058, -3.9303], [-2.4144, 1.8426, -2.2109], [-0.7714, 2.1984, -2.7666], [-0.6329, 0.3195, -0.5925], [0.5269, -1.9785, 0.2947], [-1.6705, -4.6500, -1.6285], [-0.1213, -8.1250, -1.5535], [-1.7366, -7.4818, -1.1722], [-1.0069, -7.1507, -2.7540], [2.8499, -3.2769, 0.4263], [4.6391, -5.0734, 0.6158], [4.1333, -7.4248, 0.0617], [1.8074, -8.0758, -0.7009], [-2.1236, 0.0585, -5.3645], [-1.8867, -2.0536, -6.7324], [-0.9141, -4.0798, -5.7041], [-0.1568, -4.0663, -3.3294]], "atomic_forces_ev_per_a": [[0.7, 0.7, 0.2], [-0.3, -0.3, -0.3], [0.1, 0.3, -0.2], [0.0, 0.1, 0.0], [0.0, 0.9, -0.5], [-0.6, 0.2, -0.2], [-0.2, -0.3, -0.5], [0.1, -0.4, 0.5], [-0.6, -0.7, 0.4], [0.0, -1.0, 0.5], [-0.4, 0.9, -0.7], [-0.2, -0.5, 0.1], [-0.1, 0.1, 0.1], [0.4, 0.9, -0.4], [0.8, -1.1, 0.2], [-1.0, -0.5, -0.8], [-0.6, 0.3, 1.2], [0.1, -0.1, 0.1], [0.2, 0.1, 0.1], [-1.0, 0.1, -0.1], [0.6, 1.0, -0.6], [0.8, -1.2, -0.3], [0.2, 0.2, 1.3], [0.1, -0.1, 0.1], [-0.2, -0.3, -0.1], [-0.4, 0.0, -0.3], [0.3, 0.1, 0.1], [0.3, 0.4, 0.6], [0.3, -0.1, 0.2], [-0.1, 0.0, -0.2], [0.4, 0.1, 0.0], [-0.2, -0.1, -0.2], [0.2, 0.0, 0.5], [-0.1, 0.3, -0.4], [0.6, 0.2, 0.0], [-0.4, 0.0, -0.2], [-0.1, -0.1, -0.1], [0.1, 0.0, 0.0], [0.0, 0.2, -0.1], [-0.2, 0.6, 0.1], [0.5, -0.4, 2.0], [-0.4, 0.2, -1.6], [0.1, -0.7, 0.6], [-1.0, 0.3, -1.0], [-0.1, -0.5, -0.1], [1.1, -0.3, 0.1], [-0.6, 1.1, 0.2], [-0.4, -0.3, -0.1], [0.3, 0.8, -0.1], [-0.2, -0.5, -0.1], [0.5, -0.5, 0.2], [-0.4, 0.5, 0.1], [-0.7, -0.1, -0.2], [0.4, 0.2, 0.2], [-0.2, 0.5, -0.5], [0.4, -0.8, 0.0], [0.2, -0.5, 0.1], [-0.1, 0.7, 0.4], [0.2, 0.1, 0.5], [-0.3, -0.3, -0.7], [0.1, 0.1, 0.2], [0.1, -0.2, -0.2], [-0.1, -0.2, -0.1], [-0.1, 0.0, -0.3], [0.2, 0.0, 0.0], [0.3, -0.1, 0.2], [-0.2, 0.2, 0.0], [0.3, 0.0, 0.0], [0.2, 0.0, 0.2], [0.2, -0.4, -0.2], [-0.2, 0.0, -0.1], [-0.3, 0.3, 0.0], [0.3, 0.2, 0.1], [0.1, -0.2, -0.1], [0.1, 0.0, 0.4], [0.1, 0.2, 0.2], [0.0, 0.1, -0.2]], "charge": 1, "e_lumo_ev": -4.41, "mol_weight_g_mol": 628.6, "orbital_gap_ha": 0.235}

---

- Which value of charge does entry 3 give?
  +1

---

- Look up the charge of the second one.
  +2

---

- What is the formula in the third record?
  C33H32F6N5O

---

- charge of number 1 (C33H32BN4O8Re)?
  -1